# 1
This record from the Open Molecules 2025 dataset describes C23H29N3O8S in the gas phase at a distorted geometry. The level of theory is ωB97M-V with the def2-TZVPD basis set.

```
64
Properties=species:S:1:pos:R:3:forces:R:3:lowdin_charge:R:1
S -1.419254 4.979810 1.777713 -0.3461 0.4015 0.0069 0.69
O 3.719113 -0.871162 -1.916082 -0.0364 -0.0382 -0.0598 0.14
O 1.843727 -0.168245 -2.941938 -0.3969 0.0748 -0.1929 0.02
O 3.428982 -5.063971 -2.432652 0.1026 -0.1620 -0.1481 0.14
O -0.166508 5.593359 1.459321 0.0915 -0.1893 -0.3000 -0.27
O -3.856902 4.084802 -1.450558 -0.1523 0.1227 -0.1328 -0.12
O 1.296175 -1.750218 -0.201188 -0.1708 0.2109 0.0682 0.11
O 0.906406 3.067543 -1.967551 0.0393 0.3271 -0.0598 0.08
O -2.025692 5.292998 3.041108 -0.0660 -0.2576 -0.1658 -0.29
N 2.291520 -3.275715 -1.568054 -0.0295 0.3204 -0.3947 0.06
N 0.821360 1.150024 -0.734014 0.1190 -0.4051 0.1991 0.16
N -2.498010 5.462015 0.612894 0.6996 -0.1404 0.7663 -0.23
C 1.828848 -6.876566 0.365418 0.1373 0.0246 0.2991 -0.19
C -4.201541 3.853369 -0.103261 -0.0742 0.0970 0.2401 -0.18
C 3.008203 -4.464794 -1.484417 0.0139 0.0328 0.2043 -0.37
C -0.716126 0.541317 1.007200 0.0207 0.0944 -0.0644 0.01
C -3.880968 5.078908 0.759686 -0.4891 -0.4125 -0.0025 -0.15
C 3.167763 -4.760299 -0.007351 0.2285 -0.2955 0.2148 -0.16
C -1.612275 0.887085 1.995821 0.0628 0.2144 -0.0759 -0.03
C -0.056193 1.534814 0.284622 -0.3737 0.3543 0.2714 -0.19
C 1.222100 1.915604 -1.773297 0.2130 -0.5932 -0.4312 -0.42
C -1.901551 2.219072 2.300826 -0.0799 -0.0242 0.1447 -0.25
C 1.840010 -2.818482 -0.356090 0.1688 -0.3218 0.2058 -0.37
C 2.176501 1.201895 -2.742754 0.3160 0.6130 0.0100 -0.04
C 0.912340 -6.089189 1.294502 -0.1322 -0.0119 -0.3173 -0.19
C 3.215337 -6.244416 0.348192 -0.1123 0.0378 -0.2498 -0.14
C 2.687401 -1.090553 -2.487859 0.2856 -0.3540 0.1086 -0.48
C -2.476104 4.360653 -1.589009 0.2251 0.1258 0.0229 -0.17
C -1.211907 3.192527 1.589898 0.0375 0.4514 0.1299 -0.20
C 2.154759 -2.492577 -2.772744 -0.0658 0.1310 0.0434 0.01
C 2.059691 -3.925240 0.646164 -0.1100 0.0350 0.0420 -0.15
C -0.293483 2.864254 0.608516 0.3484 -0.1017 -0.1929 -0.01
C -2.925741 2.521045 3.348537 -0.0733 0.0500 0.1539 -0.04
C 0.720363 -4.681334 0.745721 0.0546 -0.0759 0.2932 -0.13
C -2.066621 5.583323 -0.761322 0.2110 -0.2149 -0.5754 -0.15
H 2.339889 -3.539003 1.626732 0.0101 0.0712 -0.0959 0.16
H 1.908488 -7.911276 0.700662 -0.0173 -0.0393 -0.0852 0.11
H -2.786295 3.520059 3.747514 -0.1321 -0.1462 0.1170 0.06
H 0.237360 3.658949 0.113334 0.0775 -0.0622 -0.0977 0.10
H -4.057399 4.887353 1.817036 -0.2421 0.0057 -0.0269 0.11
H -0.985575 5.710936 -0.758799 -0.0087 0.0781 -0.2074 0.12
H 3.851921 -6.749425 -0.380131 0.0847 0.0159 0.0724 0.12
H -0.510131 -0.495457 0.789868 -0.0028 -0.1105 -0.0245 0.10
H 2.756852 -2.976299 -3.547404 -0.0911 0.1022 0.0711 0.15
H 0.038770 -4.107082 1.374774 -0.0223 0.0549 -0.0942 0.12
H 2.118842 1.705710 -3.710257 -0.0595 -0.0759 0.2060 0.14
H -2.309948 4.547379 -2.650408 0.0947 -0.0186 0.0645 0.13
H -2.535801 6.480469 -1.181828 0.0744 -0.0459 0.0438 0.13
H 1.110292 -2.431653 -3.089666 0.1607 -0.0463 0.0224 0.15
H 1.411854 -6.881625 -0.643757 -0.0577 -0.0650 -0.0709 0.12
H -1.889640 3.483041 -1.283635 -0.0642 0.1060 -0.0938 0.11
H 1.078334 0.167458 -0.711488 0.0514 0.1473 -0.1570 0.11
H 0.272741 -4.756378 -0.249340 -0.0700 0.0126 -0.0234 0.13
H -5.273270 3.645439 -0.097452 0.0685 -0.0201 0.1045 0.13
H -0.059328 -6.579022 1.370800 -0.0051 -0.0007 0.0930 0.11
H -2.859794 1.794593 4.155825 -0.0444 -0.0542 0.0412 0.08
H 3.670173 -6.355996 1.334524 0.0511 -0.0051 -0.0060 0.12
H -3.927392 2.453434 2.921038 -0.1111 0.0034 0.0119 0.09
H 4.138506 -4.317139 0.252675 -0.0918 0.0461 -0.0708 0.17
H 1.349245 -6.044745 2.293864 -0.0142 -0.0314 0.1120 0.12
H -4.505900 5.919020 0.435065 0.0402 -0.0524 0.0801 0.14
H -3.655376 2.973887 0.273332 -0.0948 0.0575 -0.0178 0.12
H 3.197668 1.277008 -2.348545 -0.2022 0.0226 -0.0958 0.14
H -2.116809 0.108712 2.549670 -0.0486 -0.0702 0.0663 0.12
```
Forces are in eV/Å.

Output
2S+1 ... 1
E_LUMO ... 0.38 eV
HOMO-LUMO gap ... 9.0 eV
Charge ... 0
SMILES string ... Cc1ccc(NC(=O)COC(=O)CN2C(=O)[C@H]3CCCC[C@H]3C2=O)cc1S(=O)(=O)N1CCOCC1
Relative energy (zero: lowest compared OMol25 entry of this formula, charge and spin) ... 8.5 kJ/mol

---

# 2
This record from the Open Molecules 2025 dataset describes 2 unconnected molecules or ions with the total composition C4H11ClO6P at a distorted geometry. The level of theory is ωB97M-V with the def2-TZVPD basis set.

```
23
Properties=species:S:1:pos:R:3:forces:R:3:lowdin_charge:R:1
Cl -4.639163 0.006979 1.895777 -0.2590 0.0148 0.2355 0.60
P -1.105603 0.844247 -0.222725 -0.3831 0.3103 0.2156 0.66
O -6.045451 -0.071204 2.230299 0.1751 0.0013 -0.0686 -0.39
O 2.186046 -1.106886 -0.357322 1.7731 2.5359 -0.1516 -0.08
O 2.692282 0.964213 0.663989 0.6559 -3.8871 -2.6911 0.03
O -4.038102 1.127087 2.589578 0.0174 -0.1049 -0.1194 -0.40
O -3.978001 -1.218963 2.294535 0.0281 0.0865 -0.0942 -0.40
O -4.492462 0.190623 0.465180 0.0186 -0.0175 -0.0075 -0.42
C 3.049726 -0.032818 -0.021017 0.0289 2.9012 2.0979 -0.40
C 4.608717 -0.031455 -0.452190 -0.0314 -0.1728 0.0456 -0.02
C 1.102067 -0.685049 -1.234674 -2.2283 -1.3459 -1.3944 -0.27
C -0.373585 -0.905752 -0.601640 0.9420 -0.2428 -0.7490 -0.38
H 5.151189 -0.967622 -0.066989 -0.9385 1.2130 -0.8707 0.08
H 5.143445 0.875503 0.015521 -1.2741 -1.4136 -0.5220 0.09
H 4.734676 0.102632 -1.587920 -0.3622 -0.6207 1.6573 0.09
H 1.199728 0.381229 -1.635980 0.1841 -1.2433 0.8979 0.11
H -1.453282 0.981774 -1.631913 0.1837 -0.0278 0.5782 -0.02
H 1.142766 -1.376604 -2.160224 0.3293 1.0777 1.4159 0.12
H -1.621509 2.195442 0.024689 -0.1655 -0.1308 -0.1005 -0.10
H -1.054112 -1.372762 -1.410829 1.0701 0.4997 1.3362 0.08
H 0.196412 1.362138 0.138731 -0.3618 -0.4675 -0.0824 -0.03
H -2.033914 0.288771 0.727921 0.3841 0.3025 -0.3442 -0.04
H -0.371868 -1.551524 0.337202 0.2134 0.7318 -1.2844 0.08
```
Forces are in eV/Å.

Output
2S+1 ... 1
E_LUMO ... 2.58 eV
HOMO-LUMO gap ... 7.7 eV
Charge ... -1

---

# 3
This record from the Open Molecules 2025 dataset describes a gas-phase ion, C4H10N3 (charge +1) at a distorted geometry. The level of theory is ωB97M-V with the def2-TZVPD basis set.

```
17
Properties=species:S:1:pos:R:3:forces:R:3:lowdin_charge:R:1
N -2.058213 -1.237391 -0.571694 -0.9479 -1.3122 -0.6639 0.03
N -1.923811 -0.418309 0.289086 1.3525 1.9751 1.1597 0.11
N -0.038622 -0.197796 -1.148750 0.2131 -0.0525 -0.1731 0.14
C -0.611635 0.395921 0.109590 -1.3041 -0.6789 0.8084 -0.24
C 0.283222 0.212967 1.322255 0.1110 0.2054 -0.2485 -0.20
C -1.042773 -1.277182 -1.562192 0.3672 -0.2962 -0.7402 -0.09
C 1.553298 1.054813 1.231740 -0.1668 -0.0927 0.1177 -0.08
H -0.591137 -2.271768 -1.587867 0.1298 0.2207 0.0319 0.15
H -0.295178 0.518670 2.194703 -0.0793 -0.0948 -0.0584 0.13
H 2.184019 0.771240 0.390169 0.1231 -0.0059 -0.0836 0.07
H 0.528054 -0.844745 1.447983 -0.0979 -0.0806 0.0048 0.13
H 0.078198 0.494597 -1.894187 0.0348 -0.1331 0.1973 0.19
H 1.309640 2.110396 1.142386 0.0237 0.1168 -0.0301 0.09
H 0.880976 -0.603402 -0.936946 -0.2097 0.1136 -0.1835 0.17
H -0.904642 1.435877 -0.026100 0.1105 -0.0220 -0.2436 0.16
H 2.136593 0.921385 2.137637 0.1166 0.0134 0.0127 0.09
H -1.487989 -1.065274 -2.537815 0.2233 0.1238 0.0923 0.15
```
Forces are in eV/Å.

Output
2S+1 ... 1
E_LUMO ... -3.72 eV
HOMO-LUMO gap ... 10.7 eV
Charge ... +1
SMILES string ... CC[C@@H]1N=NC[NH2+]1
Relative energy (zero: lowest compared OMol25 entry of this formula, charge and spin) ... 222.0 kJ/mol

---

For each record above, in turn, the calculated E_HOMO values are -0.318; -0.188; -0.530 hartree.